Computed, not measured: C17H31F3N4PPdS as an isolated structure at a distorted geometry, with the ωB97M-V functional and the def2-TZVPD basis.

For the HOMO energy (alpha / beta), the calculation gives -10.68 / -11.08 eV. The value obtained for the LUMO energy (alpha / beta) is -2.32 / -4.20 eV. The relative energy (zero: lowest compared OMol25 entry of this formula, charge and spin) comes out at 0.0 kJ/mol. The maximum force comes out at 0.0368 hartree/bohr.

The geometry in ORCA input format:
```
! wB97M-V def2-TZVPD RIJCOSX def2/J DEFGRID3
* xyz 1 3
Pd 0.399 -0.297 -1.425
F -1.424 -5.590 -0.419
C -0.821 -5.470 -1.623
F -1.770 -5.197 -2.531
F -0.364 -6.693 -1.887
C 0.332 -4.486 -1.607
C 1.611 -5.030 -1.610
C 2.730 -4.215 -1.565
C 2.510 -2.836 -1.584
N 1.292 -2.301 -1.554
C 0.206 -3.087 -1.518
S -1.212 -2.076 -1.326
H 1.726 -6.097 -1.610
H 3.757 -4.628 -1.616
H 3.359 -2.155 -1.559
C 0.742 1.995 2.824
C 0.652 1.603 1.357
P 0.441 -0.188 0.951
C -0.932 -0.669 2.099
C -1.428 -2.159 2.116
C 1.963 -0.967 1.651
C 1.928 -2.467 1.946
H 0.813 3.083 2.865
H 1.626 1.595 3.337
H -0.155 1.705 3.344
H 1.551 1.822 0.762
H -0.169 2.144 0.869
H -1.781 -0.037 1.857
H -0.642 -0.396 3.127
H -2.118 -2.417 1.298
H -1.981 -2.308 3.066
H -0.615 -2.879 2.138
H 2.260 -0.428 2.552
H 2.737 -0.733 0.960
H 1.254 -2.683 2.742
H 2.908 -2.858 2.262
H 1.595 -3.082 1.087
C 1.171 4.296 -1.192
N -0.276 4.094 -1.297
C -1.112 5.248 -1.562
C -0.742 2.807 -1.389
N -0.013 1.847 -1.945
N -1.936 2.537 -0.847
C -2.556 3.331 0.189
C -2.537 1.214 -1.040
H 1.317 5.217 -0.562
H 1.615 4.400 -2.151
H 1.587 3.426 -0.718
H -0.590 5.929 -2.211
H -1.374 5.782 -0.657
H -2.031 4.937 -2.059
H 0.671 2.277 -2.512
H -1.817 3.998 0.597
H -2.849 2.653 0.988
H -3.457 3.843 -0.146
H -2.168 0.557 -0.271
H -2.264 0.821 -1.996
H -3.620 1.267 -0.992
*
```

---

Computed, not measured: a single C4H8O2 molecule, with the ωB97M-V functional and the def2-TZVPD basis.

For the HOMO energy, the calculation gives -9.72 eV. The value obtained for the LUMO energy is 0.75 eV. The relative energy (zero: lowest compared OMol25 entry of this formula, charge and spin) comes out at 133.5 kJ/mol. The maximum force comes out at 0.0109 hartree/bohr. Its SMILES is C[C@@H](O)CC=O.

The geometry in ORCA input format:
```
! wB97M-V def2-TZVPD RIJCOSX def2/J DEFGRID3
* xyz 0 1
C -0.047 0.373 -1.448
C 0.726 -0.109 -0.226
O 1.546 0.988 0.176
C -0.064 -0.607 1.010
C -1.572 -0.562 1.048
O -2.292 0.077 0.320
H 0.690 0.734 -2.172
H -0.626 -0.433 -1.912
H -0.728 1.191 -1.210
H 1.376 -0.936 -0.546
H 2.293 0.638 0.675
H 0.247 0.076 1.817
H 0.260 -1.611 1.321
H -2.010 -1.154 1.883
*
```

---

Computed, not measured: a single C6H5BrFNO molecule at a distorted geometry, with the ωB97M-V functional and the def2-TZVPD basis.

For the HOMO energy, the calculation gives -9.77 eV. The value obtained for the LUMO energy is 0.79 eV. The relative energy (zero: lowest compared OMol25 entry of this formula, charge and spin) comes out at 0.0 kJ/mol. The maximum force comes out at 0.0890 hartree/bohr. Its SMILES is F[C@@H]1CCc2onc(Br)c21.

The geometry in ORCA input format:
```
! wB97M-V def2-TZVPD RIJCOSX def2/J DEFGRID3
* xyz 0 1
F -1.992 -1.290 -1.248
C -0.782 -0.692 -1.287
C -0.165 -0.511 0.105
C 0.139 0.978 0.425
C -0.379 1.723 -0.745
O -0.440 3.021 -1.028
N -1.068 3.165 -2.228
C -1.380 1.967 -2.672
Br -2.264 1.731 -4.285
C -0.948 1.004 -1.750
H -0.172 -1.185 -2.041
H 0.747 -1.104 0.176
H -0.882 -0.910 0.821
H 1.208 1.141 0.552
H -0.367 1.312 1.334
*
```

---

Computed, not measured: a 2-piece molecular cluster, C2H7NO2Si overall at a distorted geometry, with the ωB97M-V functional and the def2-TZVPD basis.

For the HOMO energy, the calculation gives -9.75 eV. The value obtained for the LUMO energy is 0.38 eV. The relative energy (zero: lowest compared OMol25 entry of this formula, charge and spin) comes out at 624.0 kJ/mol. The maximum force comes out at 0.1026 hartree/bohr. Its SMILES is C=C[SiH3].O=NO.

The geometry in ORCA input format:
```
! wB97M-V def2-TZVPD RIJCOSX def2/J DEFGRID3
* xyz 0 1
C -0.588 0.127 -1.478
C 0.342 0.719 -0.648
Si 0.892 -0.076 0.933
H -0.817 -0.851 -1.166
H -1.082 0.708 -2.174
H 0.716 1.730 -0.898
H -0.175 0.377 1.853
H 0.487 -1.496 0.602
H 2.223 0.247 1.245
O -3.568 -0.574 -0.941
N -2.900 -0.436 0.006
O -2.529 -1.564 0.686
H -1.895 -1.143 1.269
*
```

---

Computed, not measured: a single C6H15BBrClN2O2 molecule at a distorted geometry, with the ωB97M-V functional and the def2-TZVPD basis.

For the HOMO energy, the calculation gives -6.07 eV. The value obtained for the LUMO energy is -0.97 eV. The maximum force comes out at 0.1159 hartree/bohr.

The geometry in ORCA input format:
```
! wB97M-V def2-TZVPD RIJCOSX def2/J DEFGRID3
* xyz 0 1
C 1.990 -1.971 0.772
C 0.910 -2.135 -0.418
C 0.082 -0.889 -0.966
Cl 0.484 -0.713 -2.807
N 0.161 0.454 -0.328
C -0.263 0.502 1.156
C -1.798 1.157 1.283
C -3.081 0.560 0.400
N -2.106 2.198 2.143
B 1.428 1.268 -0.609
O 2.752 0.726 -0.960
O 1.350 2.765 -0.470
H 1.626 -1.454 1.756
H 2.326 -3.071 1.096
H 3.010 -1.432 0.475
H 1.484 -2.638 -1.339
H 0.137 -2.977 -0.072
H -1.074 -1.194 -0.971
H -0.605 1.033 -0.794
H -0.366 -0.581 1.626
H 0.537 1.172 1.735
H -4.127 0.908 0.816
H -3.020 -0.606 0.266
H -2.986 1.046 -0.678
H -3.127 2.420 2.023
H 3.490 1.247 -0.516
H 2.113 2.954 0.182
Br -1.327 -0.748 -4.798
*
```